{"formula": "C22H39BBrN2O5", "method": "wB97M-V/def2-TZVPD", "orbital_gap_ev": 7.77, "total_charge": 1, "e_homo_ev": -11.24, "smiles": "C#CCCC[C@]1(CCCCN)[C@H]([C@@H](Br)CC)[NH2+][C@@](CB(O)O)(CC(=O)OC(C)=O)[C@@H]1C", "symbols": ["C", "C", "C", "C", "C", "C", "C", "C", "C", "C", "N", "C", "C", "Br", "C", "C", "N", "C", "C", "B", "O", "O", "C", "C", "O", "O", "C", "C", "O", "C", "C", "H", "H", "H", "H", "H", "H", "H", "H", "H", "H", "H", "H", "H", "H", "H", "H", "H", "H", "H", "H", "H", "H", "H", "H", "H", "H", "H", "H", "H", "H", "H", "H", "H", "H", "H", "H", "H", "H", "H"], "coordinates": [[1.272, 0.437, 6.140], [1.683, 0.205, 4.899], [1.942, -0.151, 3.323], [1.446, -1.651, 3.103], [0.659, -2.036, 1.763], [0.353, -0.938, 0.661], [1.643, -0.142, 0.002], [2.922, -1.133, -0.250], [3.439, -1.026, -1.810], [4.273, 0.327, -2.119], [3.893, 0.752, -3.536], [-0.742, 0.218, 0.746], [-1.338, 0.911, 2.059], [-1.646, -0.242, 3.647], [-0.670, 2.376, 2.423], [-1.621, 3.621, 2.005], [-2.025, -0.254, 0.043], [-1.674, -1.029, -1.212], [-2.832, -2.203, -1.138], [-4.370, -1.588, -1.279], [-5.011, -1.467, -2.585], [-5.027, -1.197, -0.022], [-1.777, -0.336, -2.650], [-0.584, 0.621, -3.107], [0.602, 0.295, -3.425], [-0.896, 2.042, -3.324], [-1.019, 2.740, -2.081], [0.231, 3.666, -1.569], [-2.058, 2.769, -1.329], [-0.222, -1.659, -0.727], [-0.289, -3.270, -0.819], [1.125, 0.500, 7.290], [3.089, -0.070, 3.192], [1.411, 0.674, 2.740], [0.751, -1.918, 4.004], [2.376, -2.343, 3.260], [1.255, -2.954, 1.350], [-0.366, -2.501, 2.083], [1.340, 0.441, -0.965], [2.051, 0.687, 0.710], [2.680, -2.246, -0.095], [3.803, -0.855, 0.465], [4.154, -1.938, -1.954], [2.530, -1.206, -2.491], [5.395, 0.024, -2.134], [4.035, 1.143, -1.344], [3.085, 1.404, -3.428], [3.529, -0.075, -4.058], [-0.395, 1.140, 0.111], [-2.425, 1.237, 1.762], [0.419, 2.465, 2.045], [-0.607, 2.388, 3.588], [-2.442, 3.339, 1.227], [-2.215, 4.034, 2.922], [-0.948, 4.482, 1.644], [-2.458, -0.791, 0.837], [-2.577, 0.558, -0.290], [-2.747, -2.963, -2.003], [-2.856, -2.713, -0.086], [-4.765, -0.586, -2.974], [-5.547, -0.366, -0.148], [-2.753, 0.281, -2.825], [-1.836, -1.200, -3.435], [1.184, 3.055, -1.374], [-0.100, 4.325, -0.676], [0.432, 4.396, -2.458], [0.537, -1.452, -1.591], [-0.896, -3.772, 0.043], [-0.599, -3.643, -1.862], [0.804, -3.653, -0.661]], "lowdin_charge": [0.054, -0.127, -0.195, -0.213, -0.163, -0.254, -0.140, -0.166, -0.200, -0.247, -0.045, -0.204, -0.593, 0.771, -0.239, -0.112, 0.095, -0.275, -0.040, -0.439, 0.078, 0.077, 0.024, -0.262, 0.090, 0.033, -0.338, 0.024, 0.022, -0.166, -0.080, 0.060, 0.122, 0.061, 0.093, 0.134, 0.118, 0.112, 0.103, 0.109, 0.096, 0.126, 0.120, 0.085, 0.119, 0.112, 0.048, 0.063, 0.152, 0.096, 0.107, 0.104, 0.072, 0.096, 0.075, 0.162, 0.159, 0.133, 0.138, 0.107, 0.118, 0.144, 0.180, 0.088, 0.092, 0.114, 0.121, 0.099, 0.100, 0.093]}

{"formula": "C35H28F6N7PbSSb", "method": "wB97M-V/def2-TZVPD", "orbital_gap_ev": [6.67, 3.56], "total_charge": 3, "e_homo_ev": [-15.78, -15.78], "multiplicity": 2, "s2": 0.767, "symbols": ["Pb", "C", "C", "N", "C", "C", "N", "C", "C", "C", "C", "C", "N", "C", "C", "N", "C", "C", "N", "C", "C", "C", "N", "C", "C", "H", "H", "H", "H", "H", "H", "H", "H", "H", "H", "H", "H", "C", "C", "C", "C", "C", "C", "C", "C", "S", "C", "N", "C", "C", "C", "C", "C", "C", "C", "C", "H", "H", "H", "H", "H", "H", "H", "H", "H", "H", "H", "H", "H", "H", "H", "H", "F", "Sb", "F", "F", "F", "F", "F"], "coordinates": [[-0.180, -0.102, -0.430], [1.924, -4.303, -0.200], [1.618, -2.964, 0.011], [0.369, -2.525, -0.137], [-0.584, -3.397, -0.485], [-0.243, -4.723, -0.732], [0.997, -5.170, -0.583], [-1.977, -2.879, -0.543], [-3.063, -3.718, -0.702], [-4.354, -3.191, -0.707], [-4.488, -1.814, -0.523], [-3.364, -1.026, -0.366], [-2.126, -1.552, -0.387], [-3.455, 0.443, -0.141], [-4.651, 1.156, -0.175], [-4.698, 2.463, 0.035], [-3.556, 3.092, 0.279], [-2.351, 2.405, 0.306], [-2.311, 1.091, 0.099], [-5.534, -4.058, -0.882], [-5.593, -5.308, -0.276], [-6.727, -6.081, -0.471], [-7.755, -5.696, -1.221], [-7.687, -4.504, -1.804], [-6.608, -3.644, -1.662], [2.932, -4.672, -0.069], [2.377, -2.247, 0.292], [-0.974, -5.449, -1.060], [-2.927, -4.781, -0.833], [-5.477, -1.383, -0.489], [-5.597, 0.675, -0.382], [-3.600, 4.160, 0.448], [-1.413, 2.915, 0.490], [-4.793, -5.668, 0.357], [-6.814, -7.054, -0.004], [-8.534, -4.223, -2.418], [-6.600, -2.695, -2.181], [-2.336, -3.746, 5.112], [-1.044, -3.760, 4.257], [-0.002, -4.691, 4.925], [-1.366, -4.294, 2.862], [-0.487, -2.372, 4.235], [-0.068, -1.776, 5.487], [0.513, -0.553, 5.543], [0.684, 0.147, 4.323], [1.366, 1.665, 4.087], [1.072, 1.531, 2.350], [0.501, 0.423, 1.975], [0.252, -0.406, 3.069], [-0.334, -1.640, 3.036], [1.483, 2.664, 1.536], [1.298, 3.976, 2.009], [1.759, 5.059, 1.287], [2.443, 4.859, 0.090], [2.664, 3.575, -0.392], [2.173, 2.523, 0.337], [-2.720, -4.765, 5.159], [-3.101, -3.109, 4.667], [-2.160, -3.414, 6.133], [-0.382, -5.712, 4.879], [0.164, -4.452, 5.973], [0.956, -4.660, 4.405], [-1.759, -5.305, 2.953], [-0.472, -4.346, 2.236], [-2.128, -3.691, 2.360], [-0.218, -2.331, 6.400], [0.836, -0.123, 6.481], [-0.657, -2.062, 2.097], [0.765, 4.142, 2.937], [1.604, 6.060, 1.664], [2.826, 5.706, -0.462], [3.223, 3.388, -1.300], [2.459, 1.242, -0.083], [4.843, 0.332, 0.807], [5.228, 1.260, -0.742], [4.809, 1.959, 1.695], [6.364, -0.493, 1.382], [3.495, -0.175, 2.017], [4.144, -1.023, -0.269]], "lowdin_charge": [1.537, -0.048, -0.077, -0.043, -0.213, -0.029, 0.147, -0.201, 0.078, -0.094, 0.084, -0.180, 0.008, -0.183, -0.017, 0.144, -0.054, -0.085, -0.037, -0.186, -0.006, -0.100, 0.103, -0.095, 0.001, 0.135, 0.091, 0.132, 0.127, 0.127, 0.130, 0.132, 0.109, 0.113, 0.122, 0.124, 0.120, 0.003, -0.538, 0.000, -0.042, -0.054, 0.053, 0.002, -0.390, 1.298, -0.457, 0.003, -0.243, 0.084, -0.194, -0.020, -0.014, 0.015, 0.039, -0.249, 0.109, 0.100, 0.092, 0.108, 0.092, 0.102, 0.108, 0.083, 0.086, 0.136, 0.142, 0.086, 0.118, 0.132, 0.137, 0.145, -0.090, 1.584, -0.285, -0.290, -0.256, -0.329, -0.322]}

{"formula": "C7H6O2", "method": "wB97M-V/def2-TZVPD", "orbital_gap_ev": 9.64, "e_homo_ev": -9.39, "symbols": ["C", "C", "C", "C", "C", "C", "C", "H", "H", "H", "H", "H", "H", "O", "O"], "coordinates": [[-0.051, 0.297, -1.389], [0.643, -0.967, -1.399], [0.944, -1.532, -0.101], [0.452, -0.969, 1.021], [-0.304, 0.233, 1.031], [-0.760, 0.975, 2.171], [-0.457, 0.819, -0.218], [-0.657, 1.528, -2.787], [0.904, -1.331, -2.358], [1.875, -2.656, -0.249], [0.774, -1.561, 1.991], [0.067, 1.466, 2.966], [-1.305, 1.862, -0.433], [-0.171, 0.870, -2.750], [-1.953, 0.966, 2.505]], "lowdin_charge": [-0.230, -0.007, -0.113, -0.101, -0.235, -0.227, -0.019, -0.065, 0.093, 0.221, 0.151, 0.178, 0.226, 0.086, 0.043]}

{"formula": "C16H22N2O4", "method": "wB97M-V/def2-TZVPD", "orbital_gap_ev": 6.94, "e_homo_ev": -6.90, "smiles": "CCOCCCNC(=O)C[C@@H]1Oc2ccc(C)cc2NC1=O", "symbols": ["C", "C", "O", "C", "C", "C", "N", "C", "O", "C", "C", "O", "C", "C", "C", "C", "C", "C", "C", "N", "C", "O", "H", "H", "H", "H", "H", "H", "H", "H", "H", "H", "H", "H", "H", "H", "H", "H", "H", "H", "H", "H", "H", "H"], "coordinates": [[-5.221, -0.753, -0.855], [-4.766, -0.367, 0.490], [-3.403, 0.046, 0.684], [-2.597, -1.157, 0.666], [-1.882, -1.431, -0.793], [-0.919, -2.381, -0.765], [0.197, -2.154, 0.112], [1.493, -1.876, -0.311], [1.566, -1.415, -1.465], [2.486, -1.680, 0.605], [3.056, -0.345, 0.847], [2.106, 0.568, 1.473], [1.040, 1.032, 1.164], [-0.093, 1.417, 1.680], [-1.224, 2.008, 1.073], [-1.009, 2.195, -0.527], [-2.060, 2.981, -1.224], [0.211, 1.948, -0.943], [1.382, 1.413, -0.421], [2.478, 1.002, -0.861], [3.405, 0.272, -0.233], [4.606, -0.033, -0.789], [-5.006, -1.658, -0.949], [-4.975, -0.061, -1.608], [-6.402, -0.934, -1.019], [-5.353, -1.027, 1.278], [-5.371, 0.483, 0.920], [-1.930, -0.892, 1.754], [-3.188, -2.020, 0.949], [-2.676, -1.513, -1.394], [-1.481, -0.443, -0.676], [-0.459, -2.319, -1.616], [-1.358, -3.326, -0.507], [0.096, -2.328, 1.207], [2.323, -2.412, 1.544], [3.454, -2.235, 0.319], [3.932, -0.500, 1.593], [-0.109, 1.096, 2.663], [-2.025, 1.958, 1.409], [-2.284, 3.833, -0.808], [-1.901, 2.718, -2.193], [-3.015, 2.422, -0.990], [0.353, 2.103, -2.234], [2.711, 1.414, -1.867]], "lowdin_charge": [-0.086, -0.319, -0.172, -0.159, -0.128, -0.246, 0.088, -0.471, 0.067, -0.078, -0.229, 0.086, -0.274, -0.050, 0.091, -0.239, -0.033, -0.061, -0.168, 0.174, -0.395, -0.008, -0.025, 0.072, 0.149, 0.151, 0.119, 0.184, 0.091, 0.080, 0.108, 0.075, 0.143, 0.195, 0.187, 0.185, 0.223, 0.101, -0.045, 0.028, 0.046, 0.102, 0.180, 0.255]}

Values for E_tot, eV, ordered as above
-107369.179, -86083.077, -11446.272, -28104.786
Values for largest force on an atom, hartree/bohr, ordered as above
0.1346, 0.0074, 0.2694, 0.3694